Record 1
116
Properties=species:S:1:pos:R:3 method="wB97M-V/def2-TZVPD" molar_mass_g_mol=1343.91 homo_energy_ev=-14.185 gap_ev=5.4 charge=+3 largest_force_ev_per_a=0.669
Pt 0.29594 0.63357 0.38408
S 0.60396 -6.43812 -0.86339
C -0.39359 -7.32575 0.18895
C -0.94552 -6.54339 1.16094
C -0.54983 -5.19315 1.04573
C 0.30071 -4.97337 -0.01050
C 0.90187 -3.71465 -0.42730
C 0.38281 -2.49096 0.05145
N 0.87721 -1.32145 -0.30690
C 1.92561 -1.24292 -1.16475
C 2.50327 -2.40121 -1.69441
C 3.60777 -2.27128 -2.60191
C 4.07606 -1.05219 -2.93780
C 3.49560 0.14804 -2.39835
C 3.98090 1.41954 -2.72788
C 3.41274 2.54766 -2.17264
C 2.33519 2.34669 -1.28852
N 1.84083 1.16550 -0.95675
C 2.42084 0.04883 -1.50897
C 3.89078 3.89752 -2.44611
C 4.91592 4.26586 -3.27903
C 5.13469 5.66218 -3.30294
C 4.27700 6.33530 -2.48629
S 3.19475 5.28589 -1.69161
C 1.97190 -3.63831 -1.30381
H -0.52827 -8.38454 0.03393
H -1.60628 -6.92290 1.92526
H -0.86731 -4.42535 1.73683
H -0.46581 -2.45654 0.72077
H 4.05485 -3.16845 -3.00954
H 4.90739 -0.95196 -3.62340
H 4.81389 1.49988 -3.41405
H 1.88153 3.21712 -0.84669
H 5.50627 3.57198 -3.86028
H 5.89236 6.14630 -3.90000
H 4.22358 7.39789 -2.31047
H 2.41785 -4.54399 -1.69815
I -5.17878 -3.81741 5.97313
C -4.08266 -2.54643 4.75354
C -4.47871 -1.22142 4.59896
C -3.74608 -0.37605 3.78488
C -2.61713 -0.85041 3.11987
C -2.22745 -2.17796 3.27920
C -2.95356 -3.02582 4.09441
C -1.85452 0.09480 2.28041
O -0.91738 -0.45514 1.52296
O -2.03767 1.29731 2.26777
H -5.35598 -0.85503 5.11358
H -4.04635 0.65466 3.64999
H -1.34381 -2.54446 2.77455
H -2.65050 -4.05593 4.22245
N 3.21787 -0.88451 5.52743
C 2.70624 -0.41317 4.39199
C 1.64362 0.51719 4.38169
C 1.11537 0.93250 3.19679
N 1.56798 0.51799 1.98760
C 2.60675 -0.34932 1.99205
C 3.19768 -0.81369 3.12841
H 2.88439 -0.56816 6.42282
H 3.99752 -1.52079 5.52747
H 1.24015 0.91032 5.30498
H 0.29266 1.63203 3.19602
H 3.00469 -0.63815 1.02985
H 4.04570 -1.48013 3.04851
N -1.31337 -0.31412 -1.99492
C -2.54156 -0.30859 -2.53106
C -3.29187 0.61783 -1.83959
C -2.42772 1.14732 -0.88730
N -1.21686 0.59475 -1.00328
H -0.51354 -0.85525 -2.28000
H -2.78983 -0.95408 -3.35760
H -4.32452 0.87169 -2.00081
H -2.62708 1.87290 -0.11596
C 3.40414 3.12822 1.42213
C 2.60497 4.15973 2.16251
C 3.33615 5.00929 2.99505
C 2.74647 6.03229 3.71114
C 1.38018 6.23538 3.60512
C 0.62945 5.40714 2.79234
C 1.21959 4.36468 2.06387
Sb -0.23473 3.32974 0.83821
C -2.02368 3.95848 1.80390
C -1.97880 3.87975 3.20119
C -3.02987 4.32276 3.97159
C -4.15494 4.84925 3.34407
C -4.20937 4.90582 1.96759
C -3.15796 4.45566 1.15729
C -3.37004 4.57350 -0.33091
C -0.28374 4.22671 -1.11351
C -0.30600 3.41951 -2.25100
C -0.37107 3.97177 -3.51812
C -0.41579 5.35039 -3.65694
C -0.40125 6.15298 -2.53032
C -0.33310 5.62312 -1.24092
C -0.33860 6.57562 -0.08031
H 4.14725 2.67934 2.08270
H 3.94832 3.59151 0.59468
H 2.78698 2.33255 1.03261
H 4.40628 4.85602 3.06836
H 3.34852 6.66717 4.34733
H 0.89381 7.03207 4.15159
H -0.43037 5.59241 2.73427
H -1.10332 3.48237 3.70061
H -2.97614 4.26456 5.05026
H -4.98829 5.21024 3.93186
H -5.09038 5.31103 1.48484
H -4.40349 4.32579 -0.57210
H -2.72259 3.93871 -0.92768
H -3.20314 5.59971 -0.66611
H -0.27273 2.34489 -2.16253
H -0.39660 3.33052 -4.38925
H -0.46744 5.79982 -4.63958
H -0.44906 7.22912 -2.64256
H -0.61885 7.57382 -0.41091
H 0.64610 6.64413 0.38532
H -1.05456 6.27490 0.68670

Record 2
71
Properties=species:S:1:pos:R:3 method="wB97M-V/def2-TZVPD" molar_mass_g_mol=673.41 homo_energy_ev=-5.004 gap_ev=7.1 charge=-1 largest_force_ev_per_a=5.863
O -5.29854 1.50188 5.21745
P -6.60293 1.21709 4.36481
O -8.01366 1.62232 5.30099
O -6.55651 2.38380 3.02588
C -6.63103 -0.50992 3.55458
Cl -7.53721 -1.66990 4.74037
O -7.37231 -0.74163 2.30536
B -6.80287 -1.85292 1.51169
F -6.58652 -1.40440 0.10154
F -7.67899 -3.07886 1.61819
O -5.52807 -2.23358 2.15667
C -5.24314 -1.34259 3.30707
I -5.00153 -2.43238 5.22799
C -3.80530 -0.56352 3.20690
B -3.73770 0.63105 2.07202
O -2.79722 1.76828 2.35737
O -4.54576 0.70051 0.83717
H -8.65948 0.86014 5.38084
H -7.52747 2.59571 2.79054
H -3.00832 -1.38297 2.86264
H -3.40386 -0.19047 4.26749
H -3.35334 2.62168 2.43028
H -3.88147 0.75292 0.08372
C -0.10972 -1.05323 -5.65141
O 0.25413 -1.43944 -4.33158
C 1.44464 -0.79600 -3.86367
C 1.11418 0.20324 -2.74263
N 0.39933 1.37245 -3.26586
C -0.17752 2.22710 -2.22183
C -1.26909 1.61061 -1.32329
O -2.48931 1.31940 -2.00756
C -2.50575 0.06415 -2.67303
H -0.92331 -1.70351 -5.98447
H -0.46997 -0.02201 -5.66838
H 0.73151 -1.16822 -6.34186
H 2.00396 -0.31968 -4.67403
H 2.08032 -1.58429 -3.44582
H 2.04337 0.53183 -2.26642
H 0.51338 -0.32549 -1.99694
H -0.35637 1.05685 -3.87086
H -0.61351 3.09241 -2.73506
H 0.63232 2.61239 -1.59150
H -1.52693 2.36366 -0.56927
H -0.91572 0.73868 -0.76266
H -1.90426 -0.69082 -2.15943
H -2.17158 0.18513 -3.70434
H -3.54029 -0.28779 -2.70898
C 6.95608 -2.66110 1.29371
O 7.19996 -1.29263 1.59590
C 7.89314 -0.59947 0.55221
C 6.96753 0.42595 -0.12318
N 5.93192 -0.23764 -0.92255
C 4.86407 0.66383 -1.37003
C 3.99529 1.32897 -0.28294
O 3.16530 0.41561 0.43739
C 3.80915 -0.23149 1.52620
H 6.57469 -3.14646 2.19631
H 6.20007 -2.75669 0.51090
H 7.87714 -3.16791 0.98971
H 8.33428 -1.28414 -0.17788
H 8.71546 -0.05746 1.03188
H 7.56221 1.07683 -0.77192
H 6.52394 1.03929 0.66651
H 5.50901 -0.97995 -0.36862
H 4.20323 0.06797 -2.01072
H 5.30049 1.44137 -2.00766
H 3.30666 2.01102 -0.79550
H 4.57707 1.95473 0.40218
H 4.56934 0.39725 1.99774
H 4.24334 -1.17550 1.19420
H 3.05006 -0.47207 2.27543